48
Properties=species:S:1:pos:R:3:forces:R:3:mulliken_charge:R:1 method="wB97M-V/def2-TZVPD" gap_ev=6.1110 homo_energy_ev=-14.4 relative_energy_kj_mol=85.9 charge=+2
Au -0.62959 -0.53022 -0.56911 -0.496 -0.326 0.216 1.58
N 2.99062 -1.95220 0.94818 -0.019 0.011 0.003 -0.07
C 2.47940 -1.56223 2.18275 0.014 -0.011 0.013 0.52
C 2.98474 -1.65580 3.47382 -0.014 0.008 0.001 -1.14
C 2.17423 -1.18112 4.48447 -0.006 0.005 0.007 -0.55
C 0.90320 -0.64122 4.22482 0.009 -0.005 0.015 -0.87
C 0.40516 -0.55226 2.94160 0.023 -0.007 -0.013 -0.50
C 1.22544 -1.01619 1.91755 -0.077 0.011 0.009 0.65
N 1.02639 -1.08053 0.54216 0.228 0.048 -0.295 0.04
C 2.09142 -1.65448 0.00020 -0.001 -0.045 -0.037 0.64
C 2.18611 -1.93101 -1.42833 -0.066 -0.030 0.094 -0.36
C 3.18326 -2.54589 -2.12449 -0.016 0.025 0.026 -0.45
S 2.73523 -2.67910 -3.76024 0.028 -0.017 -0.006 -0.07
C 1.25465 -1.90617 -3.41775 0.036 -0.007 0.054 -0.36
N 1.09378 -1.56913 -2.17250 0.063 0.022 -0.230 0.12
H 3.87083 -2.41752 0.79334 0.004 -0.001 0.002 0.26
H 3.95580 -2.08387 3.68126 -0.001 -0.002 -0.002 0.45
H 2.51986 -1.23695 5.50718 0.000 0.002 -0.001 0.42
H 0.29911 -0.30321 5.05524 0.000 0.000 0.000 0.44
H -0.59012 -0.17045 2.74535 -0.004 -0.002 0.004 0.41
H 4.12956 -2.92493 -1.77325 -0.001 -0.005 0.001 0.39
H 0.51493 -1.72590 -4.18365 0.013 0.004 -0.011 0.45
O -2.72570 -2.78832 1.38684 -0.204 -0.120 -0.194 -0.50
C -2.42854 -2.14868 0.43155 0.341 -0.046 -0.259 0.49
O -1.34650 -2.37747 -0.37017 -0.041 0.477 0.612 -0.65
C -3.10056 -0.86916 -0.01392 -0.182 -0.016 -0.005 0.49
C -2.74284 -0.33751 -1.30055 0.146 0.441 0.482 -0.77
C -3.24060 0.95199 -1.65279 -0.011 -0.143 -0.036 -0.43
C -4.04505 1.64205 -0.78605 -0.005 -0.006 -0.004 -0.67
C -4.40669 1.07332 0.44919 -0.077 0.135 -0.060 -0.34
C -3.93938 -0.16492 0.83950 0.307 -0.182 0.040 -0.82
H -2.46714 -1.01643 -2.09160 -0.044 -0.276 -0.331 0.89
H -3.03819 1.33988 -2.64008 0.060 0.025 -0.038 0.51
H -4.44982 2.60556 -1.06501 0.021 0.000 -0.001 0.48
H -5.07084 1.62251 1.10507 0.001 -0.003 0.000 0.46
H -4.19350 -0.59525 1.79941 -0.006 -0.018 -0.009 0.57
Se -0.01434 2.45761 -4.42429 -0.010 -0.022 0.021 0.39
N 0.59664 3.74927 -3.41039 0.030 -0.009 -0.008 -0.70
C 0.58878 3.30372 -2.16525 -0.037 0.029 0.010 0.58
C 1.00250 4.04340 -1.02418 0.022 0.014 -0.014 -0.43
C 0.91936 3.43379 0.18871 0.005 -0.034 0.026 -0.89
C 0.44118 2.10569 0.28879 -0.001 -0.018 0.007 0.17
N 0.04336 1.38985 -0.74214 -0.018 0.116 -0.132 -0.28
C 0.10137 1.96221 -1.99987 0.020 -0.055 0.041 0.70
N -0.27532 1.32356 -3.08348 -0.025 0.026 0.003 -0.52
H 1.37147 5.05375 -1.14285 -0.011 0.002 -0.003 0.50
H 1.21834 3.93637 1.09698 -0.001 -0.004 0.002 0.47
H 0.39800 1.62357 1.25799 0.000 0.011 0.002 0.29

---

52
Properties=species:S:1:pos:R:3:forces:R:3:mulliken_charge:R:1 method="wB97M-V/def2-TZVPD" gap_ev="6.2851 / 6.1208" multiplicity=2 homo_energy_ev="-5.0 / -5.0" relative_energy_kj_mol=64.2 charge=-1 s_squared=0.77
Ru 0.18792 -1.95024 -0.05864 0.073 0.133 -0.345 0.39
S 1.98071 -1.63208 1.28251 -0.069 -0.297 0.392 -0.46
C 1.36319 -0.31695 2.23916 -0.108 0.127 -0.244 0.69
N 2.04449 0.19738 3.19978 0.105 -0.008 -0.017 -0.91
N 1.52973 1.27255 3.86788 -0.210 -0.208 0.237 0.06
C 0.93787 2.40905 3.32706 0.070 0.390 -0.023 0.59
C 0.37302 3.33784 4.20559 0.070 -0.117 -0.051 -0.48
C -0.19145 4.50772 3.72647 -0.039 0.056 -0.058 -0.43
C -0.21316 4.77703 2.36519 -0.025 0.004 0.076 -0.62
C 0.35705 3.85848 1.49360 0.052 -0.031 -0.022 -0.61
C 0.93366 2.68970 1.95922 0.082 0.230 -0.039 -0.22
N 0.07593 0.19748 1.98043 -0.233 -0.602 0.124 -0.13
N -0.57669 -0.32203 1.04955 0.005 0.022 -0.067 0.37
C -1.91648 0.22203 0.97878 0.121 -0.043 -0.044 0.35
C -2.61821 0.10265 -0.20819 -0.028 0.110 0.023 -0.10
C -3.90135 0.62878 -0.29092 0.041 -0.009 -0.010 -0.86
C -4.46807 1.26542 0.79848 -0.029 -0.006 -0.024 -0.42
C -3.75225 1.38205 1.98616 0.039 0.004 0.045 -0.63
C -2.47647 0.86222 2.08608 -0.070 -0.008 -0.071 -0.31
H 1.97615 1.38854 4.75975 0.081 0.073 -0.051 0.23
H 0.36547 3.12450 5.26847 0.007 -0.009 0.001 0.36
H -0.63121 5.20689 4.42712 -0.002 0.006 -0.008 0.36
H -0.67008 5.68238 1.98884 -0.002 -0.002 0.003 0.40
H 0.35676 4.05400 0.42816 -0.007 -0.001 -0.001 0.38
H 1.38111 1.99345 1.26260 0.038 0.157 0.019 0.56
H -2.17418 -0.40613 -1.05022 -0.007 -0.045 0.010 0.48
H -4.45570 0.50854 -1.21180 -0.014 0.012 0.006 0.39
H -5.47450 1.66048 0.73459 0.004 0.002 -0.004 0.38
H -4.19564 1.87335 2.84309 -0.003 -0.004 -0.003 0.37
H -1.91745 0.94278 3.00556 0.034 -0.019 0.019 0.37
Br 1.94655 -6.21915 -2.33665 -0.004 0.001 0.015 -0.18
C 2.08481 -4.41082 -2.84559 0.017 0.008 0.009 -0.47
C 2.67707 -4.08546 -4.06908 -0.010 0.004 0.004 -0.26
C 2.80765 -2.78515 -4.48137 -0.002 0.009 0.018 -0.06
Br 3.62053 -2.42043 -6.15964 0.004 0.001 -0.015 -0.28
C 2.34319 -1.72568 -3.67232 0.012 -0.029 -0.040 0.59
C 2.40541 -0.34986 -3.98372 -0.003 0.013 0.016 -0.75
C 1.91087 0.57238 -3.10393 0.002 -0.020 0.018 -1.17
C 1.34507 0.13930 -1.89494 0.076 -0.011 -0.047 -0.22
N 1.27456 -1.13454 -1.58640 0.176 0.520 -0.107 0.44
C 1.75044 -2.07557 -2.44316 -0.020 -0.090 0.018 0.29
C 1.59346 -3.43069 -1.98569 0.067 0.097 0.023 1.06
O 1.06119 -3.63713 -0.83930 -0.133 -0.008 -0.132 -0.84
H 3.03493 -4.88761 -4.69982 0.001 0.002 -0.004 0.40
H 2.84334 -0.04111 -4.92321 -0.004 0.006 -0.001 0.31
H 1.94288 1.63038 -3.32275 0.008 0.001 -0.005 0.44
H 0.94574 0.83802 -1.17127 -0.022 -0.006 -0.004 0.42
O -3.43048 -2.82799 -1.05048 -0.059 0.104 -0.045 -0.66
S -2.03193 -3.16983 -1.03208 0.027 0.138 0.460 1.32
O -1.48571 -3.03743 0.41978 0.010 -0.344 0.175 -0.73
O -1.18375 -2.02927 -1.63885 -0.048 -0.259 -0.222 -0.59
O -1.68599 -4.43022 -1.62390 -0.074 -0.057 -0.006 -0.63

---

47
Properties=species:S:1:pos:R:3:forces:R:3:mulliken_charge:R:1 method="wB97M-V/def2-TZVPD" gap_ev="4.0655 / 4.0620" homo_energy_ev="0.2 / 0.2" charge=-2
Cu -0.58021 -0.00548 -0.23121 -0.597 0.022 0.408 -0.03
C -3.68521 -1.37445 2.56444 0.603 0.290 0.352 -0.49
O -3.08729 -0.79344 3.74868 -1.158 -0.599 -0.114 -0.52
C -1.77081 -0.49375 3.76079 2.129 0.149 0.131 0.02
C -1.04381 -0.78319 4.90414 -0.145 -0.075 0.083 -0.39
C 0.31052 -0.45722 5.07421 0.457 0.269 -0.990 -0.68
C 0.98823 0.15456 4.02386 -0.848 0.266 -0.193 -0.80
C 0.28450 0.53084 2.83965 0.619 -0.899 0.861 0.30
C 0.97745 1.33110 1.85419 -0.088 0.412 -2.696 -0.47
N 0.59477 1.36581 0.57898 -0.069 -1.619 4.968 0.81
N 1.04470 2.22243 -0.27518 0.737 2.952 -2.514 -0.93
C 0.13512 2.40760 -1.26739 -0.695 -2.496 1.694 0.46
O -0.97372 1.74800 -1.33714 1.199 2.091 -0.723 -0.84
C 0.49219 3.37740 -2.31158 0.037 0.056 0.078 0.34
C -0.45482 3.63052 -3.29967 -0.135 0.083 -0.391 -0.47
C -0.19060 4.55137 -4.29745 -0.548 0.023 0.157 -0.52
C 1.02293 5.23018 -4.28032 -0.772 1.205 -1.890 -0.21
C 1.96772 4.97816 -3.34540 1.390 -1.073 2.005 -0.58
C 1.71583 4.03125 -2.32716 0.469 0.434 -0.551 -0.13
C -1.08658 0.11998 2.63198 -0.200 0.058 0.003 1.42
O -1.69236 0.29535 1.53249 -0.786 0.294 0.679 -0.91
H -4.72028 -1.57021 2.86346 0.125 0.004 -0.207 0.25
H -3.18407 -2.30684 2.24211 -0.080 0.309 0.324 0.12
H -3.57001 -0.64335 1.77080 -0.332 -0.165 -0.255 0.23
H -1.49841 -1.34538 5.70756 -0.464 0.029 0.081 0.34
H 0.84498 -0.71143 5.97581 -0.027 -0.197 0.188 0.33
H 2.07056 0.32576 4.10155 -0.442 0.214 -0.060 0.32
H 1.82792 1.95285 2.20395 -0.358 -0.061 -0.276 0.20
H -1.38844 3.07680 -3.26541 0.151 0.049 0.113 0.40
H -0.97233 4.77483 -5.03987 0.552 -0.068 0.248 0.32
H 1.19429 6.00464 -5.04310 0.038 -0.369 0.261 0.30
H 2.96236 5.44322 -3.32720 -0.543 0.093 -0.278 0.32
H 2.48444 3.78410 -1.57925 -0.620 0.151 -0.333 0.41
Cl 1.71687 -6.58301 -2.45512 0.227 -0.842 -0.527 -0.30
C 1.05361 -5.18580 -1.72005 -1.075 1.264 1.255 0.25
C 0.53818 -5.28496 -0.37890 0.574 -0.313 -0.690 -0.52
C 0.09072 -4.17017 0.29302 0.652 -0.655 -2.356 0.10
Cl -0.53726 -4.39919 1.82905 -0.632 0.231 1.475 -0.21
C 0.00262 -2.88667 -0.38841 -1.164 1.673 1.459 0.45
O -0.61916 -1.91241 0.17627 0.895 -2.832 -0.683 -0.66
C 0.63780 -2.80239 -1.67546 -0.109 -0.471 -0.436 0.59
C 0.94584 -1.51822 -2.26124 -0.632 0.988 0.836 -0.42
O 0.47033 -0.44468 -1.86770 1.115 -1.231 -2.059 -0.37
C 1.04136 -3.96358 -2.36055 0.627 -0.498 0.275 -0.71
H 0.50242 -6.28519 0.09485 0.074 0.782 -0.240 0.31
H 1.74377 -1.51647 -3.03791 -0.202 -0.020 0.037 0.24
H 1.39334 -3.89925 -3.39916 0.054 0.094 0.489 0.34

---

51
Properties=species:S:1:pos:R:3:forces:R:3:mulliken_charge:R:1 method="wB97M-V/def2-TZVPD" gap_ev=6.8116 homo_energy_ev=-14.0 relative_energy_kj_mol=24.3 charge=+2
Ti -0.01462 -1.16765 0.15851 -0.970 0.578 0.678 0.15
Cl 4.63907 -0.50389 5.75471 -0.686 -0.279 -0.182 -0.15
C 3.27423 -0.74850 4.69852 0.603 0.265 -0.583 -0.13
C 1.95392 -0.67752 5.14464 0.199 -0.101 -1.194 -0.39
C 0.88474 -0.75672 4.24862 1.650 -0.553 -0.686 0.00
Cl -0.66490 -0.80922 4.90372 -1.036 0.066 -0.096 -0.16
C 1.16087 -0.91329 2.86883 -0.503 0.314 0.346 0.52
O 0.19359 -1.08047 1.97824 -0.442 0.153 -0.321 -0.10
C 2.48556 -0.86271 2.39334 -0.647 -0.316 1.164 0.88
C 2.79493 -0.79469 1.01212 -0.886 -0.585 -0.402 -0.20
O 1.99026 -0.84536 0.03913 0.675 0.238 1.105 -0.29
C 3.51875 -0.86920 3.33771 0.236 0.745 -0.259 -0.96
H 1.71692 -0.56270 6.16802 -0.011 0.104 0.986 0.54
H 3.84208 -0.72778 0.79510 0.699 0.157 -0.476 0.41
H 4.49858 -0.82156 2.89217 0.499 -0.090 0.521 0.46
S 0.69686 4.55319 -4.86380 0.213 1.623 -1.284 0.22
N 0.77770 3.01616 -5.11655 0.070 -1.700 -0.204 -0.61
C 0.59474 2.41837 -3.93469 -0.379 -1.130 0.366 0.49
C 0.49410 0.96940 -3.61597 0.730 0.644 -0.115 -0.04
C 0.71705 -0.02726 -4.57212 -0.202 -0.458 -0.177 -0.46
C 0.60571 -1.35219 -4.21122 -0.174 0.354 1.233 -1.01
C 0.31923 -1.63908 -2.86729 -0.114 -1.487 -0.499 -0.05
N 0.23408 -0.71441 -1.90637 -0.528 -0.340 -0.857 0.85
C 0.30023 0.57901 -2.27005 0.319 0.475 -0.996 0.11
C 0.14492 1.57408 -1.22881 0.153 -0.340 0.204 0.23
N -0.07671 1.12833 0.02568 -0.126 -1.308 -0.575 0.31
C -0.36141 1.95087 1.02115 0.035 -0.860 1.170 -0.12
C -0.37193 3.31792 0.81944 -0.038 0.110 -1.324 -1.21
C -0.14763 3.76933 -0.48392 -0.187 0.109 0.396 -0.53
C 0.15853 2.91836 -1.54031 -0.164 -0.011 0.227 -0.14
C 0.40068 3.33559 -2.91427 -0.327 1.366 1.052 0.99
N 0.42987 4.63491 -3.32320 -0.120 -1.342 1.271 -0.59
H 0.93995 0.18539 -5.60596 0.032 0.479 -0.051 0.55
H 0.74666 -2.17241 -4.89517 -0.066 0.025 -0.165 0.47
H 0.12404 -2.71315 -2.61379 0.423 1.301 0.139 0.37
H -0.60928 1.44699 2.00678 0.440 0.861 -1.222 0.43
H -0.61291 3.98555 1.61340 -0.132 0.412 0.356 0.49
H -0.28492 4.77723 -0.79207 0.122 1.001 0.376 0.61
S 1.56753 -5.25063 0.58944 -0.304 0.087 -0.199 -0.27
C 0.77848 -4.00058 0.11371 0.631 -0.161 0.340 0.58
N 0.24060 -2.96798 -0.21882 -0.437 -0.199 0.031 -0.60
C -4.24556 0.09289 0.80448 -0.413 1.210 -0.997 -1.04
S -3.42471 -0.92672 -0.37738 0.025 -0.177 0.570 0.37
C -4.15864 -2.44294 0.11677 -0.989 -1.020 -0.072 -1.05
O -2.00780 -0.99813 0.19542 1.355 -0.249 -0.076 -0.26
H -4.30084 -0.28917 1.80033 0.075 -0.703 0.485 0.38
H -5.25288 0.23345 0.36742 0.409 0.309 0.423 0.47
H -3.65912 1.02018 0.83228 -0.480 0.013 -0.178 0.31
H -5.22995 -2.39068 -0.18322 0.700 -0.148 -0.074 0.45
H -4.14795 -2.59203 1.19928 0.295 0.278 -0.082 0.36
H -3.65267 -3.28857 -0.36398 -0.228 0.284 -0.093 0.38

---

| no. | strongest force on any atom (eV/A) |
| --- | --- |
| 1 | 0.777 |
| 2 | 0.658 |
| 3 | 5.226 |
| 4 | 2.080 |